Below is a molecular structure, C40H52N2OPRhSSi2 in a non-equilibrium geometry, with properties calculated with the ωB97M-V functional and the def2-TZVPD basis.

Computed properties:
HOMO energy (alpha / beta): -6.8 / -6.8 eV
molecular weight: 798.99 g mol⁻¹
net charge: 0
E_LUMO (alpha / beta): 0.0045 / 0.0067 hartree
gap between HOMO and LUMO (alpha / beta): 6.957 / 6.964 eV

Atoms and positions in Å:
Rh (0.534, 0.274, -0.045)
C (-2.937, -1.577, 1.557)
C (-3.168, -2.458, 0.355)
C (-4.017, -3.553, 0.484)
C (-4.255, -4.419, -0.573)
C (-3.617, -4.208, -1.785)
C (-2.777, -3.113, -1.937)
C (-2.557, -2.218, -0.888)
P (-1.488, -0.737, -1.123)
C (-1.023, -0.894, -2.889)
C (0.207, -1.528, -3.082)
C (0.724, -1.723, -4.353)
C (0.034, -1.234, -5.450)
C (-1.189, -0.605, -5.267)
C (-1.754, -0.447, -4.003)
C (-3.133, 0.156, -3.905)
C (-2.654, 0.641, -0.942)
C (-4.004, 0.574, -0.650)
C (-4.705, 1.723, -0.295)
C (-4.038, 2.937, -0.252)
C (-2.684, 3.001, -0.573)
C (-1.974, 1.856, -0.920)
C (-0.515, 1.900, -1.220)
H (-2.973, -2.174, 2.470)
H (-3.711, -0.808, 1.636)
H (-1.977, -1.062, 1.514)
H (-4.498, -3.731, 1.439)
H (-4.922, -5.262, -0.445)
H (-3.768, -4.891, -2.611)
H (-2.286, -2.955, -2.888)
H (0.759, -1.876, -2.217)
H (1.662, -2.248, -4.481)
H (0.439, -1.349, -6.448)
H (-1.741, -0.248, -6.129)
H (-3.578, 0.230, -4.897)
H (-3.110, 1.155, -3.467)
H (-3.786, -0.457, -3.282)
H (-4.526, -0.375, -0.707)
H (-5.755, 1.667, -0.040)
H (-4.570, 3.840, 0.019)
H (-2.166, 3.954, -0.562)
H (-0.090, 2.889, -1.198)
H (-0.148, 1.312, -2.056)
C (-0.156, -3.575, 1.305)
C (1.216, -3.084, 0.969)
C (2.336, -3.808, 1.331)
C (3.597, -3.337, 0.944)
C (3.706, -2.179, 0.222)
C (2.520, -1.469, -0.105)
N (1.313, -1.937, 0.276)
N (2.452, -0.311, -0.800)
Si (3.744, 0.322, -1.768)
C (3.150, 1.901, -2.550)
C (4.126, -0.933, -3.108)
C (5.368, 0.654, -0.859)
H (-0.112, -4.555, 1.780)
H (-0.762, -3.652, 0.403)
H (-0.651, -2.871, 1.977)
H (2.226, -4.733, 1.880)
H (4.489, -3.894, 1.208)
H (4.668, -1.802, -0.099)
H (2.076, 1.857, -2.747)
H (3.665, 2.072, -3.500)
H (3.348, 2.760, -1.908)
H (3.451, -0.805, -3.958)
H (4.000, -1.954, -2.733)
H (5.150, -0.837, -3.478)
H (5.325, 0.375, 0.195)
H (5.633, 1.713, -0.903)
H (6.184, 0.090, -1.319)
C (3.173, 1.980, 1.434)
Si (1.403, 2.282, 0.883)
C (1.594, 3.893, -0.090)
C (0.462, 2.939, 2.400)
C (-0.870, 3.341, 2.272)
C (-1.540, 3.995, 3.299)
C (-0.888, 4.251, 4.498)
C (0.420, 3.817, 4.669)
C (1.084, 3.170, 3.631)
H (3.499, 2.751, 2.138)
H (3.810, 2.052, 0.552)
H (3.340, 0.997, 1.883)
H (2.483, 4.409, 0.284)
H (0.734, 4.549, 0.067)
H (1.716, 3.752, -1.163)
H (-1.396, 3.138, 1.351)
H (-2.567, 4.312, 3.160)
H (-1.393, 4.786, 5.293)
H (0.934, 3.998, 5.606)
H (2.108, 2.852, 3.785)
C (1.072, -1.518, 4.433)
S (0.657, 0.033, 3.650)
C (-0.726, 0.452, 4.694)
O (0.056, -0.378, 2.331)
H (1.378, -1.320, 5.462)
H (1.899, -1.955, 3.873)
H (0.204, -2.176, 4.399)
H (-0.361, 0.673, 5.698)
H (-1.425, -0.385, 4.699)
H (-1.187, 1.341, 4.265)

Löwdin population analysis, charges in e, atoms 1 to 5: 0.65 -0.07 -0.30 -0.05 -0.08